Here is C5H11NO as an isolated structure at a distorted geometry from the Open Molecules 2025 dataset. Energies are from ωB97M-V/def2-TZVPD.

Structure (XYZ):
```
18
Properties=species:S:1:pos:R:3:nbo_charge:R:1
C -0.928 1.059 0.760 -0.13
C -1.361 -1.383 1.062 -0.67
C 1.923 0.183 -0.792 -0.70
C -0.357 -0.271 0.926 -0.02
C 0.592 -0.526 -0.861 0.17
N -0.216 2.074 0.438 -0.69
O -0.181 -0.093 -1.866 -0.64
H -1.952 0.987 0.908 0.16
H -1.656 -1.616 0.064 0.23
H -2.154 -1.077 1.710 0.23
H -0.842 -2.187 1.420 0.21
H 1.599 1.289 -0.900 0.25
H 2.448 0.164 0.072 0.22
H 2.547 -0.214 -1.660 0.22
H 0.638 -0.422 1.431 0.19
H 0.506 -1.601 -0.949 0.18
H -0.710 2.890 0.380 0.33
H 0.103 0.744 -2.142 0.48
```

Computed properties:
HOMO (alpha / beta): -4.84 / -9.22 eV
Net charge: 0
Lowest unoccupied orbital energy (alpha / beta): 1.0387 / -1.7834 eV
Expectation value of S²: 2.010
Gap between HOMO and LUMO (alpha / beta): 5.9 / 7.4 eV
Spin multiplicity: 3

---

Here is an isolated ion of composition C5H11NO and charge +1 at a distorted geometry from the Open Molecules 2025 dataset. Energies are from ωB97M-V/def2-TZVPD.

Structure (XYZ):
```
18
Properties=species:S:1:pos:R:3:nbo_charge:R:1
C -1.722 -1.421 -0.148 -0.63
C -0.971 -0.930 1.118 -0.38
C -0.233 0.407 0.807 -0.41
C 1.203 0.122 0.281 -0.44
C 1.765 1.145 -0.734 0.65
N 0.876 1.771 -1.506 -0.70
O 2.983 1.246 -0.851 -0.09
H -2.174 -0.490 -0.493 0.20
H -1.084 -2.025 -0.793 0.22
H -2.541 -2.112 0.031 0.25
H -0.152 -1.602 1.377 0.20
H -1.713 -0.745 1.866 0.24
H 0.076 0.710 1.808 0.25
H -0.890 1.001 0.186 0.22
H 1.265 -0.869 -0.161 0.27
H 1.961 0.176 1.063 0.26
H 1.386 2.265 -2.230 0.44
H -0.035 1.352 -1.622 0.45
```

Computed properties:
HOMO (alpha / beta): -15.45 / -15.44 eV
Net charge: +1
Lowest unoccupied orbital energy (alpha / beta): -4.1560 / -9.2539 eV
Expectation value of S²: 0.756
Gap between HOMO and LUMO (alpha / beta): 11.3 / 6.2 eV
Spin multiplicity: 2

---

Here is an isolated ion of composition C5H11NO and charge +1 at a distorted geometry from the Open Molecules 2025 dataset. Energies are from ωB97M-V/def2-TZVPD.

Structure (XYZ):
```
18
Properties=species:S:1:pos:R:3:nbo_charge:R:1
O -1.727 -2.236 0.667 -0.37
C -0.662 -1.904 1.111 0.49
N -0.324 -0.618 1.493 -0.34
C -0.828 0.484 0.738 -0.24
C 0.186 0.998 -0.461 -0.13
C 1.636 0.786 -0.035 -0.64
C -0.355 0.144 -1.666 -0.64
H 0.171 -2.603 1.347 0.18
H 0.663 -0.454 1.678 0.42
H -0.936 1.333 1.423 0.30
H -1.806 0.174 0.369 0.26
H -0.101 2.007 -0.791 0.26
H 1.744 -0.282 0.147 0.20
H 1.777 1.485 0.804 0.24
H 2.273 1.037 -0.879 0.27
H -0.517 0.663 -2.603 0.27
H 0.239 -0.771 -1.714 0.22
H -1.433 -0.245 -1.627 0.25
```

Computed properties:
HOMO (alpha / beta): -15.75 / -15.80 eV
Net charge: +1
Lowest unoccupied orbital energy (alpha / beta): -3.6754 / -9.1470 eV
Expectation value of S²: 0.765
Gap between HOMO and LUMO (alpha / beta): 12.1 / 6.7 eV
Spin multiplicity: 2

---

Here is a 2-piece molecular cluster, C5H11NO2 overall at a distorted geometry from the Open Molecules 2025 dataset. Energies are from ωB97M-V/def2-TZVPD.

Structure (XYZ):
```
19
Properties=species:S:1:pos:R:3:nbo_charge:R:1
O 0.321 -0.247 2.527 -0.50
C 1.007 -0.772 1.537 0.02
N 0.175 -1.544 0.484 -0.48
C -1.202 -1.019 0.318 -0.25
C -1.162 0.528 0.345 -0.54
C -0.276 1.067 -0.631 -0.08
C 0.700 2.134 -0.453 -0.32
H 1.888 -1.457 1.646 0.27
H 1.593 0.043 0.941 0.30
H -1.812 -1.332 1.175 0.23
H -1.541 -1.442 -0.663 0.26
H -2.222 0.940 0.173 0.29
H -0.611 0.641 1.294 0.28
H -0.215 0.527 -1.673 0.32
H 1.026 2.500 0.464 0.20
H 1.045 2.509 -1.366 0.21
H 0.517 -0.849 -3.299 0.45
H 0.537 -1.307 -0.447 0.43
O 0.232 -0.920 -2.374 -1.07
```

Computed properties:
HOMO: -8.39 eV
Net charge: 0
Lowest unoccupied orbital energy: -4.1604 eV
Gap between HOMO and LUMO: 4.2 eV

---

Please write out number 4 again, unchanged.
Here is a 2-piece molecular cluster, C5H11NO2 overall at a distorted geometry from the Open Molecules 2025 dataset. Energies are from ωB97M-V/def2-TZVPD.

Structure (XYZ):
```
19
Properties=species:S:1:pos:R:3:nbo_charge:R:1
O 0.321 -0.247 2.527 -0.50
C 1.007 -0.772 1.537 0.02
N 0.175 -1.544 0.484 -0.48
C -1.202 -1.019 0.318 -0.25
C -1.162 0.528 0.345 -0.54
C -0.276 1.067 -0.631 -0.08
C 0.700 2.134 -0.453 -0.32
H 1.888 -1.457 1.646 0.27
H 1.593 0.043 0.941 0.30
H -1.812 -1.332 1.175 0.23
H -1.541 -1.442 -0.663 0.26
H -2.222 0.940 0.173 0.29
H -0.611 0.641 1.294 0.28
H -0.215 0.527 -1.673 0.32
H 1.026 2.500 0.464 0.20
H 1.045 2.509 -1.366 0.21
H 0.517 -0.849 -3.299 0.45
H 0.537 -1.307 -0.447 0.43
O 0.232 -0.920 -2.374 -1.07
```

Computed properties:
HOMO: -8.39 eV
Net charge: 0
Lowest unoccupied orbital energy: -4.1604 eV
Gap between HOMO and LUMO: 4.2 eV

---

Look up the net charge of the fourth one.
0

---

Copy entry 3 word for word.
Here is an isolated ion of composition C5H11NO and charge +1 at a distorted geometry from the Open Molecules 2025 dataset. Energies are from ωB97M-V/def2-TZVPD.

Structure (XYZ):
```
18
Properties=species:S:1:pos:R:3:nbo_charge:R:1
O -1.727 -2.236 0.667 -0.37
C -0.662 -1.904 1.111 0.49
N -0.324 -0.618 1.493 -0.34
C -0.828 0.484 0.738 -0.24
C 0.186 0.998 -0.461 -0.13
C 1.636 0.786 -0.035 -0.64
C -0.355 0.144 -1.666 -0.64
H 0.171 -2.603 1.347 0.18
H 0.663 -0.454 1.678 0.42
H -0.936 1.333 1.423 0.30
H -1.806 0.174 0.369 0.26
H -0.101 2.007 -0.791 0.26
H 1.744 -0.282 0.147 0.20
H 1.777 1.485 0.804 0.24
H 2.273 1.037 -0.879 0.27
H -0.517 0.663 -2.603 0.27
H 0.239 -0.771 -1.714 0.22
H -1.433 -0.245 -1.627 0.25
```

Computed properties:
HOMO (alpha / beta): -15.75 / -15.80 eV
Net charge: +1
Lowest unoccupied orbital energy (alpha / beta): -3.6754 / -9.1470 eV
Expectation value of S²: 0.765
Gap between HOMO and LUMO (alpha / beta): 12.1 / 6.7 eV
Spin multiplicity: 2